C28H55Br3N5O2S2 | ωB97M-V/def2-TZVPD

Positions of all 95 atoms, in Å:
1 C 5.9815 3.4693 2.2930
2 C 5.6670 2.0627 1.7626
3 C 4.5735 1.3448 2.5731
4 C 3.2234 1.2957 1.8355
5 N 2.5847 -0.0289 1.7997
6 C 2.1359 -0.4661 3.1399
7 C 0.6312 -0.8231 3.1921
8 C -0.0855 -0.3618 1.9375
9 C -1.5905 -0.4893 2.0660
10 N -2.3649 -0.0011 0.8489
11 C -3.2949 1.0831 1.2766
12 C -2.6136 2.4332 1.4254
13 C -3.2013 3.6180 0.6848
14 N -1.6068 2.5191 2.1912
15 C -1.4665 0.3999 -0.2815
16 C -2.2319 0.7924 -1.5496
17 C -1.1760 1.3225 -2.5405
18 C -1.3396 2.8147 -2.7314
19 C -0.1856 3.5520 -3.4331
20 C 1.1824 2.8730 -3.4471
21 C 1.9857 3.0090 -2.1545
22 N 1.2306 2.7536 -0.9083
23 N -2.8512 -0.4315 -2.0761
24 C -3.7941 -0.8822 -1.0658
25 C -3.1958 -1.1767 0.3168
26 C -4.3128 -1.6031 1.2661
27 C -4.4659 -3.1470 1.3146
28 C -5.5663 -3.6282 0.4023
29 O -5.3932 -4.2965 -0.6290
30 O -6.8191 -3.2421 0.8461
31 C 3.2094 -0.9667 1.0229
32 S 4.2383 -0.6177 -0.2133
33 S 2.7186 -2.6473 1.3048
34 C 4.1261 -3.6068 0.7298
35 C 4.1776 -3.8975 -0.7815
36 C 4.2792 -5.3946 -1.1179
37 H 6.0169 3.4999 3.3743
38 H 6.9276 3.8011 1.8800
39 H 5.2310 4.1580 1.9142
40 H 6.5756 1.4716 1.7345
41 H 5.3591 2.1786 0.7290
42 H 4.4680 1.8263 3.5377
43 H 4.9193 0.3254 2.7163
44 H 2.5309 1.9271 2.3925
45 H 3.2874 1.7355 0.8517
46 H 2.7400 -1.2608 3.5505
47 H 2.2700 0.3893 3.7925
48 H 0.5328 -1.9025 3.3009
49 H 0.1934 -0.4025 4.0926
50 H 0.1396 0.6905 1.8025
51 H 0.3061 -0.9377 1.1082
52 H -1.8764 0.0594 2.9524
53 H -1.8254 -1.5294 2.2697
54 H -3.7319 0.8519 2.2383
55 H -4.1217 1.1938 0.5907
56 H -2.4239 4.0665 0.0788
57 H -3.5791 4.3469 1.3922
58 H -4.0311 3.2978 0.0660
59 H -1.2566 3.4748 2.2084
60 H -0.8020 1.2099 -0.0113
61 H -0.9063 -0.4821 -0.5554
62 H -3.0042 1.5246 -1.3439
63 H -1.2800 0.7644 -3.4640
64 H -0.2050 1.0706 -2.1241
65 H -1.5739 3.3034 -1.7942
66 H -2.2288 2.9420 -3.3498
67 H -0.0453 4.4966 -2.9105
68 H -0.4458 3.8132 -4.4530
69 H 1.7726 3.3988 -4.1947
70 H 1.1430 1.8457 -3.7998
71 H 2.8922 2.4097 -2.2089
72 H 2.3135 4.0446 -2.1203
73 H 1.3563 1.7789 -0.6574
74 H 1.6986 3.2550 -0.1637
75 H -2.1296 -1.1286 -2.2168
76 H -4.3062 -1.7772 -1.4050
77 H -4.5635 -0.1165 -0.9848
78 H -2.5214 -2.0191 0.2004
79 H -4.1619 -1.2727 2.2871
80 H -5.2690 -1.2062 0.9415
81 H -4.7482 -3.4297 2.3228
82 H -3.5372 -3.6336 1.0455
83 H -7.2011 -2.6660 0.1777
84 H 4.0846 -4.5521 1.2611
85 H 5.0473 -3.1285 1.0403
86 H 3.3589 -3.4327 -1.3147
87 H 5.0672 -3.4186 -1.1736
88 H 3.8654 -6.0368 -0.3493
89 H 5.3215 -5.6579 -1.2645
90 H 3.8060 -5.5800 -2.0748
91 C -3.0593 -3.5062 -5.0551
92 Br -4.1644 -4.2283 -6.4463
93 Br -2.6968 -1.6335 -5.3161
94 Br -3.8050 -3.8225 -3.3057
95 H -2.1133 -4.0251 -5.0924

Atomic forces in eV per Å
C -0.1 -0.4 -0.7
C 0.0 0.6 0.4
C 0.4 -0.3 -1.1
C -0.6 0.6 0.8
N 1.3 -0.8 0.6
C -0.9 0.8 0.1
C 0.3 -0.6 0.0
C -0.1 0.3 0.3
C 1.0 -0.4 0.5
N -0.6 -0.9 0.4
C 0.0 1.0 0.0
C 0.3 0.6 0.2
C -0.1 -0.7 0.2
N -0.2 -0.3 -0.2
C -0.4 0.9 -0.5
C 1.0 -1.3 -0.5
C -0.4 -0.1 0.7
C 0.0 0.1 -0.9
C 0.3 0.0 0.5
C 0.2 0.1 0.0
C -0.2 0.3 0.0
N 0.1 -0.2 0.0
N -0.8 0.7 0.7
C 0.3 0.1 -0.3
C -0.8 0.0 -0.3
C 0.0 -0.7 0.2
C -0.3 0.1 -0.1
C 0.1 -1.7 -2.5
O -0.5 2.1 2.8
O 1.2 0.2 -0.1
C -0.2 -0.1 -0.7
S 0.2 0.3 0.1
S -0.2 0.1 0.6
C 0.2 -0.1 -0.9
C 0.3 -0.3 0.0
C 0.3 0.5 -0.3
H 0.1 0.1 0.2
H 0.2 0.2 0.1
H -0.2 0.3 0.3
H 0.1 -0.2 0.1
H -0.1 -0.2 -0.2
H -0.1 -0.1 0.3
H -0.1 -0.2 0.3
H -0.3 0.1 -0.1
H 0.1 -0.3 -0.4
H 0.2 -0.3 -0.1
H 0.1 0.1 0.1
H -0.1 -0.2 -0.1
H -0.1 0.2 0.1
H 0.2 0.1 -0.2
H 0.0 0.0 -0.3
H -0.3 0.4 -0.1
H -0.3 -0.2 -0.3
H 0.1 -0.4 0.2
H 0.0 -0.3 -0.4
H 0.0 0.2 -0.2
H 0.0 0.2 0.1
H -0.1 0.2 -0.3
H 0.1 0.1 0.1
H 0.0 0.0 0.5
H 0.4 -0.1 0.2
H -0.2 0.2 -0.2
H 0.0 0.0 -0.3
H 0.3 0.1 -0.1
H 0.2 -0.1 0.4
H -0.2 0.1 0.0
H 0.0 0.3 0.0
H -0.2 -0.1 -0.2
H 0.1 0.0 -0.2
H -0.2 -0.2 0.1
H 0.1 -0.2 -0.1
H 0.0 0.2 0.1
H 0.0 -0.1 0.0
H -0.1 0.1 0.1
H 0.0 -0.1 -0.3
H 0.0 -0.3 0.0
H -0.2 0.1 0.1
H 0.5 0.1 0.1
H 0.2 0.2 0.1
H -0.1 0.4 0.0
H 0.0 -0.1 0.2
H 0.1 -0.2 0.0
H -0.5 -0.3 -0.4
H -0.3 -0.1 0.3
H 0.0 0.3 0.2
H -0.4 0.1 0.1
H 0.1 0.2 -0.1
H -0.2 -0.1 0.0
H 0.2 -0.2 0.2
H -0.3 -0.2 -0.1
C 0.0 0.0 0.0
Br 0.0 0.0 0.1
Br 0.0 -0.1 -0.1
Br 0.0 -0.1 0.0
H 0.0 0.0 0.0

- spin multiplicity = 1
- charge = +1
- energy relative to the best compared isomer or geometry (same formula, charge and spin) (eV) = 0.000
- frontier orbital gap (eV) = 8.2
- lowest unoccupied orbital energy (eV) = -2.17
- calculated total energy (eV) = -273264.6077

Mulliken atomic charges, in units of e: number 1, C, carries -1.328; number 2, C, carries -0.494; number 3, C, carries -0.413; number 4, C, carries -1.620; number 5, N, carries 0.569; number 6, C, carries -1.701; number 7, C, carries -0.723; number 8, C, carries 0.503; number 9, C, carries -1.271; number 10, N, carries 1.305; number 11, C, carries -0.974; number 12, C, carries 0.474; number 13, C, carries -1.635; number 14, N, carries -0.367; number 15, C, carries -2.497; number 16, C, carries 0.196; number 17, C, carries -1.202; number 18, C, carries 0.303; number 19, C, carries -1.160; number 20, C, carries -0.670; number 21, C, carries -0.814; number 22, N, carries -0.227; number 23, N, carries -0.033; number 24, C, carries -1.906; number 25, C, carries 0.477; number 26, C, carries -0.909; number 27, C, carries -0.541; number 28, C, carries 0.236; number 29, O, carries -0.545; number 30, O, carries -0.476; number 31, C, carries 0.164; number 32, S, carries -0.235; number 33, S, carries -0.028; number 34, C, carries -1.036; number 35, C, carries -0.221; number 36, C, carries -1.238; number 37, H, carries 0.344; number 38, H, carries 0.382; number 39, H, carries 0.300; number 40, H, carries 0.424; number 41, H, carries 0.249; number 42, H, carries 0.516; number 43, H, carries 0.275; number 44, H, carries 0.659; number 45, H, carries 0.365; number 46, H, carries 0.463; number 47, H, carries 0.583; number 48, H, carries 0.425; number 49, H, carries 0.548; number 50, H, carries -0.106; number 51, H, carries 0.178; number 52, H, carries 0.222; number 53, H, carries 0.466; number 54, H, carries 0.886; number 55, H, carries 0.460; number 56, H, carries 0.360; number 57, H, carries 0.415; number 58, H, carries 0.381; number 59, H, carries 0.328; number 60, H, carries 0.460; number 61, H, carries 1.003; number 62, H, carries 0.863; number 63, H, carries 0.296; number 64, H, carries 0.320; number 65, H, carries -0.594; number 66, H, carries 0.423; number 67, H, carries 0.392; number 68, H, carries 0.396; number 69, H, carries 0.453; number 70, H, carries 0.345; number 71, H, carries 0.261; number 72, H, carries 0.542; number 73, H, carries -0.088; number 74, H, carries 0.309; number 75, H, carries 0.407; number 76, H, carries 0.246; number 77, H, carries 0.246; number 78, H, carries 0.721; number 79, H, carries 0.627; number 80, H, carries 0.465; number 81, H, carries 0.419; number 82, H, carries 0.314; number 83, H, carries 0.350; number 84, H, carries 0.586; number 85, H, carries 0.445; number 86, H, carries 0.325; number 87, H, carries 0.301; number 88, H, carries 0.340; number 89, H, carries 0.332; number 90, H, carries 0.327; number 91, C, carries -0.341; number 92, Br, carries -0.015; number 93, Br, carries -0.013; number 94, Br, carries 0.042; number 95, H, carries 0.407